[1]
Computed, not measured: C8H17N in the gas phase in a non-equilibrium geometry, with ωB97M-V/def2-TZVPD.

Last column: natural (NBO) charge in e.
Geometry (Å):
C 1.236036 0.063220 1.678119  -0.453
C 0.721070 0.544916 0.520576  0.083
C 1.544366 1.533792 -0.277922  -0.667
C -0.763768 0.358647 0.098360  -0.114
C -1.426212 1.725899 -0.194626  -0.603
C -1.627037 -0.324824 1.184844  -0.606
C -0.751864 -0.511161 -1.179024  -0.393
C 0.654276 -1.416763 -1.253481  -0.213
N 0.626621 -2.559783 -0.360529  -0.848
H 0.648451 -0.459598 2.424236  0.199
H 2.299217 0.134270 1.894633  0.197
H 1.496635 2.523073 0.186182  0.226
H 2.589852 1.211786 -0.322222  0.221
H 1.198348 1.618468 -1.311702  0.210
H -1.002043 2.210340 -1.079998  0.206
H -2.497432 1.604044 -0.388705  0.212
H -1.303634 2.411538 0.650533  0.211
H -2.671175 -0.394179 0.857971  0.213
H -1.292766 -1.343072 1.396951  0.208
H -1.605886 0.244733 2.120636  0.211
H -0.758813 0.105880 -2.082770  0.207
H -1.576510 -1.230119 -1.197879  0.224
H 0.605435 -1.797690 -2.278764  0.183
H 1.633891 -0.930505 -1.267717  0.174
H 0.510838 -2.263319 0.604431  0.356
H 1.512106 -3.059594 -0.422133  0.356

Atomic forces in eV per Å
-0.48 0.08 -1.16
-0.42 0.62 1.90
0.09 -0.56 -0.45
-0.05 0.17 0.32
0.22 0.03 -0.07
0.34 0.05 0.01
2.99 -1.02 0.34
-2.05 0.09 -1.45
-0.15 -0.22 0.27
-0.05 -0.14 -0.23
-0.13 0.30 -0.02
-0.02 -0.10 -0.10
-0.08 0.15 0.13
0.01 0.04 0.09
0.04 -0.07 0.13
0.14 -0.07 0.07
-0.08 -0.10 -0.04
0.21 0.06 -0.06
0.00 0.05 0.00
0.00 -0.06 -0.13
-0.09 -0.10 0.11
0.14 0.14 -0.07
-0.10 -0.31 -0.02
-0.43 0.88 0.47
0.24 0.01 -0.15
-0.28 0.08 0.11

* gap between HOMO and LUMO: 9.896 eV
* LUMO level: 0.9 eV
* E_tot: -10060.7949 eV
* M: 127.2 g/mol

[2]
Computed, not measured: C8H17N in the gas phase in a non-equilibrium geometry, with ωB97M-V/def2-TZVPD.

Last column: natural (NBO) charge in e.
Geometry (Å):
C 2.642820 -0.707551 -0.074557  -0.497
C -0.769035 -1.582214 -0.864238  -0.630
C -1.103727 -1.029478 1.465905  -0.618
C -2.025670 0.558057 -0.362102  -0.626
C 0.896119 1.141108 -1.347819  -0.605
C 0.683964 1.451366 1.075947  -0.642
C -0.828810 -0.362829 0.051210  -0.014
C 0.582633 0.395791 -0.004126  0.092
N 1.511746 -0.678939 0.428807  -0.132
H 3.274242 -1.399832 0.322228  0.210
H 2.894365 -0.076589 -0.983504  0.235
H -0.829339 -1.349788 -1.905544  0.203
H 0.201877 -2.180747 -0.722472  0.229
H -1.481241 -2.301102 -0.584354  0.206
H -1.518320 -0.398294 2.242020  0.210
H -1.826173 -1.857467 1.226594  0.211
H -0.119988 -1.430442 1.865500  0.223
H -1.873431 1.002258 -1.386768  0.212
H -2.081687 1.250681 0.468170  0.211
H -2.906686 -0.103052 -0.341458  0.214
H 1.877345 1.476767 -1.269901  0.224
H 0.503721 0.643933 -2.150313  0.220
H 0.362204 2.072584 -1.238389  0.220
H -0.249103 2.042155 1.243309  0.208
H 1.292145 2.387566 0.811741  0.216
H 0.890040 1.036055 2.034104  0.223

Atomic forces in eV per Å
5.53 0.79 -2.98
2.77 -0.45 0.09
0.83 -0.28 -0.93
1.08 -1.28 0.05
-1.36 0.02 3.41
-1.15 3.28 -0.09
-0.05 0.04 -0.07
-2.11 -0.61 2.35
-5.64 2.58 -1.15
2.52 -1.59 0.72
-0.30 -1.38 1.07
-0.21 0.19 -0.78
-1.15 1.10 -0.20
-1.45 -0.70 -0.03
-0.13 0.39 -0.01
0.76 0.71 0.83
-1.20 0.09 -0.47
-0.30 -0.25 1.22
-0.49 0.72 -0.37
0.06 0.52 -0.21
1.94 0.03 -0.75
-0.11 -1.32 -2.43
-0.65 0.25 -0.05
-0.05 -0.84 -0.30
0.19 -1.83 0.43
0.66 -0.16 0.67

* 2S+1: 3
* gap between HOMO and LUMO (spin up / spin down): 5.821 / 8.124 eV
* LUMO level (spin up / spin down): 0.8 / -2.1 eV
* <S²>: 2.0059
* E_tot: -10055.5500 eV
* M: 127.2 g/mol